Below is a cluster of 3 separate species, C4H13NO2 in total at a distorted geometry, with properties calculated with ωB97M-V/def2-TZVPD.

Structure (ORCA input):
```
! wB97M-V def2-TZVPD RIJCOSX def2/J DEFGRID3
* xyz 1 2
O 1.0933 -3.1638 1.2169
O 1.4017 -2.4707 4.0856
N -1.7468 1.1500 -0.3920
C -2.6329 0.1201 -0.8817
C 0.3466 2.2304 -1.0371
C 1.6390 2.2098 -1.6986
C -0.4557 1.1112 -0.8713
H -1.4891 0.8555 0.5775
H -2.2173 -0.6739 -1.5140
H 0.9677 -2.8079 3.3048
H -0.0448 0.2476 -1.4114
H -0.1589 3.1772 -0.8589
H 2.4633 2.1230 -0.9538
H -3.1184 -0.3704 -0.0240
H 0.7688 -2.5043 4.8054
H 1.9547 3.1681 -2.1239
H -3.5916 0.4278 -1.3316
H 1.0022 -3.6530 0.3961
H 1.8833 -2.6132 1.1291
H 1.9347 1.4365 -2.4169
*
```

Output
Energy above the lowest of the compared OMol25 structures with the same formula, charge and spin, kcal per mole: 53.6
HOMO (alpha / beta), eV: -13.32 / -13.32
Gap between HOMO and LUMO (alpha / beta), eV: 9.04 / 5.28
E_LUMO (alpha / beta), eV: -4.279 / -8.036



Below is a cluster of 2 separate species, C2HNOS in total at a distorted geometry, with properties calculated with ωB97M-V/def2-TZVPD.

Structure (ORCA input):
```
! wB97M-V def2-TZVPD RIJCOSX def2/J DEFGRID3
* xyz 0 1
S 2.0481 -0.6062 0.0841
O 0.1199 1.8529 0.5640
N -1.2472 -0.0242 0.0142
C -0.5566 0.9365 0.2783
C 1.5775 -1.9923 -0.2794
H -1.9418 -0.1667 -0.6612
*
```

Output
Energy above the lowest of the compared OMol25 structures with the same formula, charge and spin, kcal per mole: 43.8
HOMO, eV: -11.10
Gap between HOMO and LUMO, eV: 11.17
E_LUMO, eV: 0.073



Below is a structure of composition C12H27Cl2N2OP2Sm at a distorted geometry, with properties calculated with ωB97M-V/def2-TZVPD.

Structure (ORCA input):
```
! wB97M-V def2-TZVPD RIJCOSX def2/J DEFGRID3
* xyz 2 6
Sm 0.3174 -0.1707 -0.0575
Cl -0.7542 0.1931 -5.1101
Cl -1.6099 -0.3734 -1.6902
P 0.0301 2.3031 -0.3743
P 0.2677 -2.6873 -0.0526
O 1.7122 0.4281 -4.2924
N -0.7878 0.7735 4.2976
N -0.3194 -0.0367 2.2842
C 0.5344 -3.2789 -1.6974
C 0.2473 2.7005 -2.0794
C 1.0298 0.1517 -5.2241
C -0.4464 -1.1094 3.2081
C -1.3433 -3.2328 0.4861
C 1.4919 -3.3398 1.0270
C -0.5341 1.0688 3.0277
C 1.4809 -0.2670 -6.6049
C -0.7345 -0.6292 4.4180
C -1.6272 2.7574 0.1031
C -1.0623 1.6966 5.4137
C 1.1831 3.1993 0.6031
H 1.0865 0.4361 -7.3467
H 0.9787 4.2476 0.3990
H 1.0600 2.9879 1.6728
H -0.4956 2.0874 2.6721
H 1.3872 -4.4200 0.9620
H 0.0524 3.7707 -2.1582
H -2.3701 2.1921 -0.4727
H 2.2145 2.9494 0.3216
H 1.0819 -1.2615 -6.8321
H -2.0508 1.4838 5.8344
H 1.2693 2.4748 -2.4114
H -1.5400 -2.9320 1.5221
H -1.3173 -4.3193 0.4070
H -1.7023 3.8230 -0.1125
H -0.3016 1.5709 6.1916
H 1.3425 -3.0037 2.0601
H -1.0351 2.7166 5.0364
H -0.8918 -1.1499 5.3376
H 2.5760 -0.2823 -6.6453
H 0.4435 -4.3639 -1.6336
H -0.4463 2.1350 -2.7158
H -0.2086 -2.8688 -2.3931
H -1.7998 2.5724 1.1708
H -0.3105 -2.1400 2.9455
H -2.1319 -2.8165 -0.1527
H 2.4975 -3.0339 0.7097
H 1.5361 -3.0027 -2.0545
*
```

Output
Energy above the lowest of the compared OMol25 structures with the same formula, charge and spin, kcal per mole: 0.0
HOMO (alpha / beta), eV: -14.90 / -14.29
Gap between HOMO and LUMO (alpha / beta), eV: 7.91 / 7.92
E_LUMO (alpha / beta), eV: -6.990 / -6.371



Below is a cluster of 2 separate species, C2H8S4 in total, with properties calculated with ωB97M-V/def2-TZVPD.

Structure (ORCA input):
```
! wB97M-V def2-TZVPD RIJCOSX def2/J DEFGRID3
* xyz 0 1
S -2.3058 -1.3940 1.2463
S -1.4762 -1.4478 -0.6557
S 1.9190 -0.2460 1.2880
S 2.5177 -1.4903 -0.2988
C 1.3760 1.2269 0.4581
C -1.8915 0.2428 -1.2770
H 2.1396 1.9888 0.3117
H -1.4560 1.0857 -0.7430
H -1.5010 0.2893 -2.2897
H -2.9660 0.2948 -1.1363
H 3.3542 -2.1859 0.4737
H 0.8358 1.0835 -0.4679
H 0.6569 1.5880 1.2012
H -1.2026 -1.0359 1.8894
*
```

Output
Energy above the lowest of the compared OMol25 structures with the same formula, charge and spin, kcal per mole: 10.2
SMILES: CSS.CSS
HOMO, eV: -8.30
Gap between HOMO and LUMO, eV: 8.71
E_LUMO, eV: 0.409



Below is a structure of composition C11H21N5O2PdS at a distorted geometry, with properties calculated with ωB97M-V/def2-TZVPD.

Structure (ORCA input):
```
! wB97M-V def2-TZVPD RIJCOSX def2/J DEFGRID3
* xyz 0 1
Pd -0.1030 0.2544 -0.1165
S 0.4602 1.6641 1.8524
O 0.8604 0.0570 -2.5035
O 0.9120 -1.3197 2.0401
N -1.2556 -2.1184 0.6156
N -3.4798 -0.6993 -0.4995
N 0.4346 2.2015 -1.8918
N 0.7022 1.6413 -4.1347
N 1.8841 -0.5703 2.5092
C 2.9511 -1.2113 3.0651
C -3.0615 -0.4907 0.8898
C 4.0210 -0.5478 3.5927
C 4.0112 0.8460 3.5697
C 1.8275 0.8038 2.4678
C -2.3664 -1.1484 -1.3355
C 0.6791 1.2422 -2.8251
C 2.9322 1.4905 3.0170
C -2.3907 -1.7145 1.4938
C -1.6998 -2.4084 -0.7783
C 0.0666 2.8624 -4.6108
H 0.6932 3.7391 -4.4359
H 2.8598 -2.2841 3.0522
H -0.9025 3.0268 -4.1366
H 0.5918 1.8901 -0.9244
H -0.0911 2.7812 -5.6844
H -0.8273 -2.6729 -1.3707
H -1.9929 -1.4964 2.4843
H -2.3351 0.3167 0.8938
H 0.4286 3.1851 -2.0956
H -2.4001 -3.2442 -0.7663
H 2.8830 2.5693 2.9873
H -4.2386 -1.3670 -0.5464
H -0.6844 -2.8448 1.0341
H -3.0952 -2.5452 1.5504
H 4.8393 -1.1115 4.0221
H -2.7099 -1.3234 -2.3529
H 0.7717 0.8695 -4.7702
H 4.8356 1.4123 3.9847
H -1.5776 -0.3398 -1.3793
H -0.5235 -1.2090 0.5353
H -3.9100 -0.1860 1.5014
*
```

Output
Energy above the lowest of the compared OMol25 structures with the same formula, charge and spin, kcal per mole: 28.9
HOMO, eV: -6.52
Gap between HOMO and LUMO, eV: 7.13
E_LUMO, eV: 0.612



Below is the ion C3H3N2O with charge -1 at a distorted geometry, with properties calculated with ωB97M-V/def2-TZVPD.

Structure (ORCA input):
```
! wB97M-V def2-TZVPD RIJCOSX def2/J DEFGRID3
* xyz -1 1
O 0.7080 -1.8387 2.0208
N -1.3110 1.9618 -1.9820
N 1.3368 -1.3469 1.1105
C -1.1212 1.1305 -1.1396
C 0.5885 -0.3027 0.0465
C -0.8930 0.1897 -0.2046
H -1.6026 0.3192 0.6413
H 1.2582 -0.7288 -0.8350
H 1.0363 0.6159 0.3421
*
```

Output
Energy above the lowest of the compared OMol25 structures with the same formula, charge and spin, kcal per mole: 26.8
HOMO (alpha / beta), eV: -2.19 / -2.19
Gap between HOMO and LUMO (alpha / beta), eV: 6.09 / 6.09
E_LUMO (alpha / beta), eV: 3.897 / 3.896